1.
C16H20ClF3O9SV as an isolated structure. Source: the OMol25 dataset; level of theory: the ωB97M-V functional and the def2-TZVPD basis.

Its spin multiplicity is 3. The calculation puts the HOMO energy (spin up / spin down) at -11.35 / -11.46 eV. For the HOMO-LUMO gap (spin up / spin down), the calculation gives 7.572 / 8.727 eV. The calculation puts the energy above the lowest of the compared OMol25 structures with the same formula, charge and spin at 33.6 kJ/mol. The total charge is +1.

Last column: Löwdin charge in e.
CARTESIAN COORDINATES (ANGSTROEM)
1 V 0.7567 -0.6165 -0.0147  1.152
2 C -0.8428 2.3682 -0.5924  -0.156
3 C -0.1155 1.5059 1.6115  -0.309
4 O 0.8445 0.5549 2.0002  -0.125
5 C 2.1914 1.0147 2.2159  -0.100
6 C 2.8258 1.4951 0.9300  -0.117
7 O 2.5996 0.4925 -0.0732  -0.218
8 C 2.9438 0.9345 -1.4003  -0.104
9 C 2.3449 -0.0523 -2.3717  -0.102
10 O 0.9464 -0.1726 -2.0282  -0.235
11 C -0.0367 0.1161 -3.0451  -0.086
12 C -1.1451 0.9455 -2.4492  -0.119
13 O -0.5859 2.1477 -1.9188  -0.048
14 H -0.5259 3.3841 -0.3526  0.161
15 H -1.8910 2.2064 -0.3288  0.148
16 H -1.2776 0.5393 3.0801  0.153
17 H 0.1841 2.5045 1.9485  0.176
18 H 2.7114 0.1445 2.6061  0.133
19 H 2.1995 1.8127 2.9603  0.151
20 H 3.8988 1.6357 1.0730  0.155
21 H 2.3852 2.4350 0.5860  0.137
22 H 4.0298 0.9746 -1.4986  0.156
23 H 2.5166 1.9285 -1.5596  0.145
24 H 2.7988 -1.0378 -2.2875  0.138
25 H 2.4429 0.3142 -3.3916  0.147
26 H -0.4225 -0.8223 -3.4457  0.151
27 H 0.4603 0.6748 -3.8374  0.141
28 H -1.6805 0.3895 -1.6763  0.118
29 H -1.8543 1.2008 -3.2389  0.150
30 Cl -6.4153 0.6703 0.6994  0.701
31 C -4.7793 0.1131 0.6273  -0.661
32 C -4.4592 -1.0052 -0.1277  -0.080
33 C -3.1436 -1.4236 -0.1793  0.002
34 C -2.1473 -0.7418 0.5150  -0.301
35 O -0.8744 -1.1949 0.4114  -0.163
36 C -2.4660 0.3720 1.2970  -0.155
37 C -1.4834 1.1189 2.1767  -0.013
38 O -0.0264 1.4498 0.1811  -0.132
39 C -3.7971 0.7859 1.3303  -0.059
40 H -5.2338 -1.5355 -0.6634  0.116
41 H -2.8612 -2.2958 -0.7548  0.131
42 H -1.9762 2.0332 2.5091  0.130
43 H -4.0780 1.6453 1.9264  0.119
44 F 1.6922 -5.1897 -0.1167  0.167
45 C 1.4653 -4.4176 0.9369  -0.676
46 F 0.1625 -4.1621 1.0245  0.155
47 F 1.8737 -5.0264 2.0369  0.175
48 S 2.3841 -2.8340 0.7457  0.607
49 O 1.9703 -1.9817 1.8440  -0.272
50 O 3.7531 -3.1632 0.5661  -0.208
51 O 1.7375 -2.2356 -0.4869  -0.374

***

2.
A 3-piece molecular cluster, C23H38BBrF2N8O3P overall. Source: the OMol25 dataset; level of theory: the ωB97M-V functional and the def2-TZVPD basis.

Its spin multiplicity is 1. The calculation puts the HOMO energy at -10.42 eV. For the HOMO-LUMO gap, the calculation gives 5.359 eV. The calculation puts the energy above the lowest of the compared OMol25 structures with the same formula, charge and spin at 872.2 kJ/mol. The total charge is +1.

Last column: Löwdin charge in e.
CARTESIAN COORDINATES (ANGSTROEM)
1 C 6.6833 -1.0369 0.7735  -0.103
2 N 5.5588 -1.7204 0.0157  -0.164
3 C 6.1038 -1.9308 -1.3839  -0.119
4 B 5.1223 -3.0217 0.6730  -0.425
5 O 6.0500 -4.1799 0.9168  0.088
6 N 3.6333 -3.1321 1.0827  0.105
7 C 3.3457 -2.9753 2.5596  -0.121
8 C 2.5737 -4.2421 3.2576  -0.067
9 C 1.6311 -3.7645 4.5522  -0.268
10 N 1.1622 -2.3468 4.7942  0.064
11 O 1.2723 -4.6853 5.4765  -0.009
12 C 2.6974 -3.3141 0.0845  -0.182
13 N 3.0177 -3.4262 -1.4062  0.101
14 N 1.1972 -3.4115 0.4331  -0.262
15 C 0.4410 -2.2125 -0.1584  -0.242
16 C 0.3568 -0.9310 0.8608  -0.162
17 C -1.1362 -0.7251 1.5314  -0.188
18 C -1.9115 0.6369 1.0427  -0.211
19 N -2.0506 0.7896 -0.4564  -0.033
20 C -3.1487 -0.0777 -1.0319  -0.347
21 N -3.8170 0.3719 -2.1692  0.116
22 N -3.5815 -1.4356 -0.5008  0.047
23 P 0.6303 -4.7950 -0.6023  0.578
24 O 0.1529 -4.1966 -2.1993  -0.391
25 Br -1.2215 -5.7803 0.2868  0.267
26 H 7.2394 -0.3412 -0.0191  0.116
27 H 7.4904 -1.8093 1.1478  0.116
28 H 6.2826 -0.3202 1.6135  0.109
29 H 5.9905 -0.8876 -1.9413  0.125
30 H 5.5695 -2.7877 -1.9894  0.089
31 H 7.2509 -2.2457 -1.3171  0.123
32 H 5.6363 -4.7177 1.6773  0.130
33 H 4.3856 -2.8640 3.1352  0.164
34 H 2.7833 -1.9509 2.7463  0.124
35 H 1.9709 -4.9176 2.5100  0.121
36 H 3.4133 -4.9330 3.7419  0.139
37 H 1.9422 -1.6538 4.8128  0.086
38 H 0.3873 -2.0569 4.1580  0.077
39 H 3.4112 -2.5387 -1.7886  0.107
40 H 3.6100 -4.2590 -1.6166  0.119
41 H -0.6773 -2.6009 -0.3034  0.087
42 H 0.9158 -1.8369 -1.1713  0.134
43 H 1.1311 -0.9454 1.7402  0.089
44 H 0.6115 0.0340 0.2089  0.121
45 H -1.7583 -1.7183 1.3883  0.097
46 H -0.9720 -0.6242 2.7061  0.109
47 H -2.9957 0.6632 1.5158  0.141
48 H -1.3466 1.5794 1.4863  0.111
49 H -1.1441 0.6905 -0.9641  0.104
50 H -3.4427 1.2970 -2.4791  0.033
51 H -2.8390 -2.1574 -0.6371  0.050
52 H -3.8538 -1.3311 0.5040  0.076
53 H -0.8226 -3.8935 -2.1704  0.073
54 F -3.2962 2.5170 -4.4417  0.047
55 C -4.5652 2.9330 -4.5480  -0.293
56 C -4.8402 4.1317 -5.1969  -0.021
57 C -6.1618 4.5627 -5.3123  -0.083
58 C -7.1937 3.7946 -4.7672  -0.096
59 C -6.9070 2.5953 -4.1134  -0.075
60 C -5.5865 2.1592 -4.0080  -0.029
61 H -4.0251 4.7191 -5.6066  0.114
62 H -6.3880 5.4945 -5.8245  0.105
63 H -8.2239 4.1333 -4.8536  0.102
64 H -7.7114 2.0013 -3.6864  0.107
65 H -5.3466 1.2252 -3.5109  0.072
66 F -0.8912 3.2906 2.2978  0.027
67 C -1.0563 4.5689 1.9325  -0.289
68 C -0.2946 5.5589 2.5436  -0.019
69 C -0.4625 6.8894 2.1600  -0.078
70 C -1.3989 7.2165 1.1762  -0.089
71 C -2.1622 6.2161 0.5723  -0.075
72 C -1.9861 4.8847 0.9482  -0.016
73 H 0.4219 5.2869 3.3118  0.114
74 H 0.1336 7.6700 2.6261  0.108
75 H -1.5327 8.2548 0.8804  0.105
76 H -2.8933 6.4736 -0.1902  0.109
77 H -2.5646 4.0936 0.4828  0.112

***

3.
One molecule with the formula C2H3N3O3. Source: the OMol25 dataset; level of theory: the ωB97M-V functional and the def2-TZVPD basis.

Its SMILES is Nc1no/c(=N\O)o1. Its spin multiplicity is 1. The calculation puts the HOMO energy at -8.88 eV. For the HOMO-LUMO gap, the calculation gives 9.119 eV. The calculation puts the energy above the lowest of the compared OMol25 structures with the same formula, charge and spin at 390.1 kJ/mol.

Last column: Löwdin charge in e.
CARTESIAN COORDINATES (ANGSTROEM)
1 N 2.4369 -0.2802 0.1097  0.073
2 C 1.0500 -0.0493 -0.0340  -0.454
3 N 0.5689 1.1432 -0.2405  0.129
4 O -0.8450 0.9981 -0.0429  -0.005
5 C -1.1139 -0.3337 -0.1250  -0.398
6 N -2.2556 -0.7438 0.0361  0.013
7 O -3.3350 0.0223 0.0221  0.010
8 O 0.1137 -0.9886 -0.2512  0.146
9 H 3.1534 0.5246 0.4816  0.171
10 H 3.1235 -1.2128 -0.0844  0.195
11 H -2.8970 0.9202 0.1285  0.123

***

4.
C26H36BrCaCl9N2NaO13S2 as an isolated structure. Source: the OMol25 dataset; level of theory: the ωB97M-V functional and the def2-TZVPD basis.

Its spin multiplicity is 1. The calculation puts the HOMO energy at -8.72 eV. For the HOMO-LUMO gap, the calculation gives 1.419 eV. The total charge is +1.

Last column: Löwdin charge in e.
CARTESIAN COORDINATES (ANGSTROEM)
1 O 2.1440 0.1587 2.8156  -0.011
2 C 3.0523 -0.0572 1.9741  -0.571
3 Br 4.5780 -1.2514 2.6062  0.655
4 C 3.1375 0.5339 0.5000  -0.164
5 O 2.4590 -0.2462 -0.5111  -0.049
6 C 1.2157 -0.8110 -0.0529  -0.403
7 O 1.1032 -2.0848 -0.1671  0.019
8 C -0.0193 -0.0260 0.5132  -0.087
9 C -1.3375 -0.8860 0.8354  0.055
10 C -2.5790 -0.1595 1.4373  -0.033
11 N -2.5955 1.3028 1.7192  -0.002
12 C -1.4466 2.1477 1.4312  -0.492
13 Cl -1.4825 3.9533 1.8034  0.667
14 C -0.1025 1.5106 0.8077  -0.031
15 H 2.8417 1.6552 0.4861  0.135
16 H 4.2613 0.5242 0.2096  0.139
17 H -1.3884 -2.0065 0.6435  0.114
18 H -3.5348 -0.7499 1.6670  -0.016
19 H -3.4318 1.7610 2.1238  0.146
20 H 0.8050 2.1939 0.5814  0.077
21 O 0.5856 -3.5940 -5.5856  -0.278
22 S 1.1018 -2.2912 -5.9161  0.599
23 O 2.4133 -2.1147 -6.4781  -0.300
24 O 0.9558 -1.3262 -4.6200  -0.276
25 C 1.5189 -1.7586 -3.3835  -0.253
26 C 3.0259 -1.5700 -3.3552  -0.187
27 C -0.0693 -1.4560 -6.9468  -0.123
28 H 1.2463 -2.7985 -3.1785  0.125
29 H 1.0685 -1.1462 -2.6000  0.095
30 H 3.5181 -2.2378 -4.0646  0.061
31 H 3.4244 -1.7823 -2.3596  0.070
32 H 3.2989 -0.5251 -3.6389  -0.129
33 H -1.0594 -1.5431 -6.5000  0.073
34 H -0.0558 -1.9362 -7.9256  0.080
35 H 0.2254 -0.4109 -7.0412  0.072
36 C -4.9297 5.4099 0.7811  -0.367
37 O -5.6089 4.4485 1.0946  0.000
38 N -4.7665 5.8820 -0.4872  -0.202
39 C -3.9375 7.0336 -0.7801  -0.058
40 C -5.4436 5.2087 -1.5784  -0.039
41 H -4.3714 5.9918 1.5333  0.123
42 H -4.5528 7.8052 -1.2494  0.095
43 H -3.1408 6.7338 -1.4660  0.090
44 H -3.4921 7.4372 0.1311  0.082
45 H -6.5214 5.2310 -1.4000  0.100
46 H -5.1141 4.1671 -1.6115  0.080
47 H -5.2186 5.6954 -2.5282  0.092
48 Cl 4.2556 0.1068 -5.0246  0.101
49 Ca 6.3450 -2.1825 1.5706  1.253
50 O -1.5506 -0.5470 9.1889  0.117
51 C -1.0430 -0.8761 8.1427  -0.519
52 O -0.1278 -0.0832 7.5520  0.000
53 C 0.6688 -0.4781 6.4269  -0.225
54 C -0.0674 -0.2157 5.1264  -0.063
55 C -1.4865 -2.1151 7.4227  -0.012
56 H 0.9997 -1.5154 6.5192  0.117
57 H 1.5718 0.1372 6.4617  0.121
58 H -0.9831 -0.8075 5.0572  0.058
59 H 0.5652 -0.4573 4.2714  0.047
60 H -0.3645 0.8352 5.0597  0.079
61 H -2.3474 -1.8753 6.7990  0.019
62 H -1.7763 -2.8620 8.1649  0.103
63 H -0.7061 -2.5742 6.8187  0.073
64 C -5.2014 -2.5089 4.1431  -1.989
65 Cl -5.0947 -1.9729 2.4501  0.575
66 Cl -6.0581 -1.2834 5.1011  0.544
67 Cl -6.0835 -4.0470 4.2240  0.554
68 Cl -3.5633 -2.7284 4.7897  0.559
69 O 11.7480 -2.7268 0.1357  -0.196
70 S 10.7971 -3.5924 0.8527  0.227
71 O 9.7778 -2.7634 1.5220  -0.448
72 O 11.5267 -4.3862 1.8540  -0.206
73 O 10.1464 -4.4995 -0.1093  -0.333
74 C 6.2642 -6.5126 -0.7445  -1.521
75 Cl 7.4769 -5.4300 -0.0432  0.569
76 Cl 4.7464 -6.4183 0.1649  0.502
77 Cl 5.9935 -6.1218 -2.4472  0.553
78 H 6.6394 -7.5329 -0.6816  0.027
79 C -1.7474 1.2934 -4.7817  -0.090
80 C -2.4379 0.8970 -3.6402  -0.094
81 C -3.6543 1.4928 -3.3197  -0.102
82 C -4.1854 2.4792 -4.1468  -0.104
83 C -3.4968 2.8731 -5.2903  -0.090
84 C -2.2758 2.2836 -5.6059  -0.085
85 H -0.7972 0.8309 -5.0294  0.086
86 H -2.0271 0.1231 -2.9991  0.096
87 H -4.1894 1.1882 -2.4260  0.096
88 H -5.1361 2.9401 -3.8994  0.094
89 H -3.9116 3.6407 -5.9357  0.103
90 H -1.7366 2.5946 -6.4943  0.105
91 Na 0.7456 3.3816 2.5302  0.523